Record 1
{
  "formula": "C24H37N3O6S",
  "method": "wB97M-V/def2-TZVPD",
  "smiles": "CC[C@H](C(=O)NC1CCCCC1)N(C[C@@H]1CCCO1)C(=O)CNS(=O)(=O)c1ccc(OC)cc1",
  "e_tot_ev": -53080.1666,
  "relative_energy_ev": 1.372,
  "homo_lumo_gap_ev": 9.408,
  "e_lumo_ev": 0.5,
  "homo_energy_ev": -8.9,
  "symbols": ["C", "H", "H", "H", "C", "C", "N", "C", "O", "C", "N", "S", "O", "O", "C", "C", "C", "C", "C", "C", "H", "H", "O", "C", "H", "H", "H", "H", "H", "H", "H", "H", "C", "H", "H", "C", "H", "C", "H", "C", "C", "H", "H", "O", "H", "H", "H", "H", "C", "O", "N", "H", "C", "C", "C", "C", "C", "C", "H", "H", "H", "H", "H", "H", "H", "H", "H", "H", "H", "H", "H"],
  "xyz": [[-1.2473, -0.6069, -3.5609], [-0.8688, -1.4969, -4.0596], [-2.3262, -0.7043, -3.4697], [-1.0319, 0.2588, -4.1823], [-0.6104, -0.4390, -2.1869], [-0.9566, -1.6212, -1.2779], [-0.2127, -1.6148, -0.0108], [-0.1666, -0.5278, 0.7738], [-0.7997, 0.4992, 0.5418], [0.6732, -0.5862, 2.0480], [0.7563, 0.7080, 2.6716], [2.0738, 1.6238, 2.1848], [3.2249, 0.7789, 2.3289], [2.0078, 2.8429, 2.9329], [1.8237, 1.9835, 0.4537], [0.9290, 2.9763, 0.0958], [0.7055, 3.2366, -1.2380], [1.3844, 2.5095, -2.2227], [2.2916, 1.5221, -1.8450], [2.5015, 1.2585, -0.5012], [3.1851, 0.4868, -0.1880], [2.8364, 0.9529, -2.5812], [1.0876, 2.8382, -3.5049], [1.7518, 2.1664, -4.5499], [1.5398, 1.0928, -4.5368], [2.8335, 2.3255, -4.5058], [1.3626, 2.5986, -5.4704], [0.0105, 3.9980, -1.5538], [0.4270, 3.5346, 0.8695], [-0.0967, 1.2431, 2.5666], [0.2173, -1.2889, 2.7569], [1.6984, -0.8853, 1.8323], [0.4848, -2.8470, 0.2975], [0.6600, -2.9174, 1.3701], [-0.1551, -3.6828, -0.0010], [1.8319, -2.9556, -0.4441], [1.6560, -2.8170, -1.5182], [2.5321, -4.2983, -0.1530], [2.0654, -4.7819, 0.7058], [3.9659, -3.8838, 0.1831], [3.7500, -2.4834, 0.7512], [3.4402, -2.5330, 1.8044], [4.6170, -1.8281, 0.6751], [2.7205, -1.9250, -0.0461], [4.5695, -3.8286, -0.7229], [4.4462, -4.5530, 0.8917], [2.4790, -4.9754, -1.0020], [-0.6684, -2.5389, -1.8004], [-2.4716, -1.7712, -1.0065], [-3.0422, -2.8171, -1.2540], [-3.0543, -0.6793, -0.5065], [-2.4565, 0.0848, -0.2112], [-4.4372, -0.6461, -0.0779], [-4.5619, -1.0140, 1.4065], [-3.9391, 0.0543, 2.3010], [-4.5909, 1.4084, 2.0387], [-4.4178, 1.8003, 0.5746], [-5.0270, 0.7404, -0.3419], [-4.8628, 1.0101, -1.3871], [-6.1044, 0.6935, -0.1716], [-3.3541, 1.9198, 0.3585], [-4.9018, 2.7609, 0.3859], [-4.1430, 2.1682, 2.6818], [-5.6558, 1.3510, 2.2779], [-2.8675, 0.1258, 2.1039], [-4.0669, -0.2263, 3.3486], [-4.0800, -1.9797, 1.5725], [-5.6210, -1.1205, 1.6496], [-4.9612, -1.4006, -0.6762], [-0.9382, 0.4997, -1.7432], [0.4780, -0.3927, -2.2753]],
  "mulliken_charge": [-1.64, 0.38, 0.32, 0.44, 0.39, 0.24, 0.47, 1.26, -0.68, -1.17, -0.35, 1.22, -0.66, -0.73, -0.01, -0.44, -0.77, 0.84, -0.53, -0.30, 0.35, 0.40, -0.44, -0.80, 0.28, 0.35, 0.24, 0.47, 0.44, 0.39, 0.42, 0.01, -2.11, 0.71, 0.31, 0.68, 0.37, -0.99, 0.36, -0.66, -0.62, 0.31, 0.37, -0.10, 0.30, 0.35, 0.40, 0.89, -0.75, -0.72, 0.69, -0.39, -0.29, -1.07, 0.37, -0.99, -0.06, -1.04, 0.39, 0.45, -0.18, 0.41, 0.42, 0.37, -0.50, 0.43, 0.39, 0.48, 0.44, -0.11, 0.29]
}

=====

Record 2
{
  "formula": "C14H37BrN3O4",
  "method": "wB97M-V/def2-TZVPD",
  "charge": -1,
  "e_tot_ev": -97819.3268,
  "relative_energy_ev": 0.112,
  "homo_lumo_gap_ev": 7.430,
  "e_lumo_ev": 2.8,
  "homo_energy_ev": -4.6,
  "symbols": ["Br", "C", "O", "C", "C", "N", "C", "C", "O", "C", "H", "H", "H", "H", "H", "H", "H", "H", "H", "H", "H", "H", "H", "H", "H", "C", "C", "C", "O", "C", "N", "H", "H", "H", "H", "H", "H", "H", "H", "H", "H", "H", "C", "C", "C", "O", "C", "N", "H", "H", "H", "H", "H", "H", "H", "H", "H", "H", "H"],
  "xyz": [[-1.4448, 0.0674, -1.7481], [0.0370, -4.7635, 0.1354], [0.8306, -3.8292, -0.4819], [0.8827, -2.5528, 0.2064], [2.0467, -1.7663, -0.4848], [1.8327, -1.7197, -1.9492], [2.7806, -1.0080, -2.7536], [2.7588, -1.4908, -4.2092], [2.4846, -2.9283, -4.3062], [2.5466, -3.4021, -5.7103], [0.1452, -5.7487, -0.3183], [-0.9903, -4.4695, -0.0795], [0.1866, -4.8293, 1.2131], [1.0999, -2.7386, 1.2582], [-0.0275, -1.9649, 0.0872], [3.0203, -2.1455, -0.1742], [2.0013, -0.7671, -0.0516], [1.0070, -1.1416, -2.0124], [3.7273, -1.2510, -2.2709], [2.6213, 0.0553, -2.5741], [3.7218, -1.3502, -4.7000], [2.1271, -0.8797, -4.8540], [2.1833, -2.6505, -6.4112], [1.8705, -4.2201, -5.9593], [3.5544, -3.6318, -6.0561], [-1.1381, 4.3304, -2.0454], [-0.2143, 4.0172, -0.8664], [-1.1212, 3.6117, 0.3232], [-0.3903, 3.2840, 1.5206], [-0.0112, 4.5250, 2.2119], [0.5271, 2.8396, -1.2279], [-1.7835, 5.1729, -1.7968], [-1.7069, 3.4567, -2.3636], [-0.5586, 4.6128, -2.9243], [0.4952, 4.8095, -0.6278], [-1.7944, 2.7998, 0.0483], [-1.8107, 4.4475, 0.4423], [0.2932, 4.2006, 3.2070], [-0.7337, 5.3396, 2.1633], [0.8645, 4.8014, 1.6246], [1.0175, 2.5584, -0.3909], [-0.0968, 2.0604, -1.3820], [-2.8459, 0.3305, 2.3002], [-1.4846, 0.1389, 2.9294], [-1.2832, -1.3336, 3.2543], [-2.1974, -1.7765, 4.1780], [-2.4093, -1.1065, 5.3978], [-0.6070, 0.5948, 1.9036], [-3.0154, -0.3780, 1.4894], [-2.9728, 1.3527, 1.9438], [-3.6545, 0.0715, 2.9837], [-1.3576, 0.7329, 3.8345], [-0.2529, -1.5413, 3.5431], [-1.4198, -1.9119, 2.3405], [-3.0271, -0.2253, 5.2250], [-1.5422, -0.6758, 5.8985], [-2.8844, -1.8368, 6.0528], [-1.0550, 0.2442, 1.0690], [-0.8323, 1.5785, 1.9453]],
  "mulliken_charge": [-0.83, -0.77, -0.34, -0.13, -0.88, 0.05, -0.65, -0.55, -0.29, -0.81, 0.23, 0.31, 0.28, 0.38, 0.08, 0.53, 0.24, -0.07, 0.32, 0.37, 0.37, 0.38, 0.30, 0.27, 0.30, -1.53, 0.31, -0.60, -0.42, -1.00, -0.60, 0.39, 0.30, 0.40, 0.35, 0.38, 0.30, 0.29, 0.35, 0.34, 0.34, 0.10, -1.32, 0.47, -0.52, -0.39, -0.74, -0.35, 0.33, 0.36, 0.41, 0.45, 0.28, 0.17, 0.27, 0.31, 0.26, 0.00, 0.19]
}

=====

Record 3
{
  "formula": "C44H45F3NO4S3V",
  "method": "wB97M-V/def2-TZVPD",
  "charge": -1,
  "e_tot_ev": -122384.3585,
  "relative_energy_ev": 3.373,
  "homo_lumo_gap_ev": [6.199, 6.344],
  "e_lumo_ev": [2.3, 1.9],
  "multiplicity": 4,
  "homo_energy_ev": [-3.9, -4.4],
  "symbols": ["V", "O", "S", "C", "C", "C", "C", "S", "O", "C", "C", "C", "C", "C", "C", "C", "C", "C", "C", "C", "C", "H", "H", "H", "H", "H", "H", "H", "H", "H", "H", "H", "H", "H", "H", "H", "H", "H", "H", "C", "C", "C", "C", "C", "C", "C", "C", "S", "C", "N", "C", "C", "C", "C", "C", "C", "C", "C", "H", "H", "H", "H", "H", "H", "H", "H", "H", "H", "H", "H", "H", "H", "H", "H", "C", "C", "C", "C", "C", "C", "C", "C", "C", "C", "O", "O", "H", "H", "H", "H", "H", "H", "H", "H", "H", "H", "H", "F", "C", "F", "F"],
  "xyz": [[-0.2481, -0.1698, 0.6618], [-1.5523, 0.1592, 2.2277], [-2.8695, 0.4820, 2.8736], [-3.9214, 1.4398, 1.7359], [-4.5006, 0.8141, 0.4774], [-4.1079, 0.6461, -2.0865], [-3.2516, 1.1922, -3.2235], [-1.6696, 0.4078, -3.6965], [-0.7782, 0.2069, -2.5320], [-2.3554, -1.2132, -4.0771], [-2.0269, -2.2721, -3.2490], [-2.5263, -3.5357, -3.5364], [-3.3370, -3.7315, -4.6458], [-3.6359, -2.6650, -5.4895], [-3.1364, -1.4026, -5.2113], [-3.7938, -1.0555, 2.9678], [-3.0756, -2.2385, 2.9386], [-3.7451, -3.4433, 3.0984], [-5.1173, -3.4577, 3.2981], [-5.8259, -2.2643, 3.3476], [-5.1649, -1.0565, 3.1936], [-3.2875, 2.2991, 1.5075], [-4.7192, 1.7839, 2.4003], [-5.2468, 1.5231, 0.1199], [-5.0095, -0.1115, 0.7385], [-4.9698, 1.3156, -2.0502], [-4.4643, -0.3373, -2.3839], [-2.9799, 2.2374, -3.0749], [-3.8340, 1.1268, -4.1471], [-1.3878, -2.0888, -2.3900], [-2.2810, -4.3673, -2.8859], [-3.7371, -4.7153, -4.8585], [-4.2550, -2.8221, -6.3642], [-3.3456, -0.5692, -5.8741], [-2.0085, -2.2123, 2.7755], [-3.1879, -4.3707, 3.0672], [-5.6376, -4.4002, 3.4136], [-6.8962, -2.2720, 3.5110], [-5.7142, -0.1237, 3.2416], [0.4237, 5.8676, -3.1272], [0.2729, 5.5072, -1.6414], [1.4776, 4.6796, -1.2197], [0.2760, 6.7943, -0.7985], [-1.0580, 4.7759, -1.4380], [-2.2455, 5.5230, -1.6845], [-3.4633, 4.9499, -1.5218], [-3.6775, 3.5999, -1.0997], [-5.3527, 3.2155, -0.9288], [-3.4598, 0.5585, -0.6660], [-2.3471, 1.4838, -0.5922], [-2.4778, 2.7795, -0.8764], [-1.2016, 3.4718, -1.0689], [-3.0114, -0.9050, -0.4732], [-3.9826, -1.9037, -0.6426], [-3.6905, -3.2471, -0.4926], [-2.4009, -3.6220, -0.1477], [-1.4482, -2.6368, 0.0560], [-1.7273, -1.2629, -0.0952], [1.3294, 6.4617, -3.2837], [-0.4308, 6.4420, -3.4901], [0.4983, 4.9584, -3.7278], [2.3879, 5.2739, -1.3378], [1.5775, 3.7780, -1.8272], [1.3952, 4.3816, -0.1771], [1.2613, 7.2671, -0.8407], [0.0484, 6.5620, 0.2439], [-0.4588, 7.5194, -1.1507], [-2.1944, 6.5478, -2.0310], [-4.3544, 5.5312, -1.7131], [-0.3325, 2.8381, -0.9476], [-5.0039, -1.6356, -0.8872], [-4.4627, -3.9933, -0.6405], [-2.1457, -4.6682, -0.0111], [-0.4547, -2.9639, 0.3506], [0.8788, -3.3177, -5.8581], [1.2148, -3.0170, -4.4210], [1.6439, -1.7572, -4.0325], [1.8813, -1.4420, -2.7011], [2.3236, -0.0422, -2.3589], [1.6919, -2.4338, -1.7254], [1.3307, -3.7352, -2.1021], [1.1374, -4.8702, -1.1239], [1.0925, -3.9972, -3.4468], [1.7856, -2.0587, -0.2715], [2.3598, -2.7131, 0.5647], [1.1262, -0.9434, 0.0276], [0.8348, -2.4016, -6.4475], [-0.0936, -3.8102, -5.9257], [1.6225, -3.9794, -6.3090], [1.7692, -0.9826, -4.7827], [2.7797, 0.4271, -3.2306], [3.0433, -0.0271, -1.5405], [1.4629, 0.5563, -2.0591], [1.5807, -4.6557, -0.1576], [1.5921, -5.7804, -1.5185], [0.0706, -5.0674, -0.9904], [0.7848, -4.9983, -3.7375], [1.1357, 1.0470, 2.4267], [0.4381, 1.5833, 1.3301], [-0.2417, 2.6364, 1.8424], [1.4354, 2.1312, 0.5625]],
  "mulliken_charge": [-1.29, -0.17, -0.35, -0.74, -0.23, -1.05, -1.11, -0.27, -0.02, 0.61, 1.26, -0.87, -0.87, -0.70, -0.70, 0.90, -0.52, -0.35, -0.60, -0.60, -0.58, 0.20, 0.62, -0.17, 0.63, 0.36, 0.72, 0.36, 0.76, -0.42, 0.50, 0.38, 0.38, 0.45, 0.32, 0.40, 0.37, 0.41, 0.35, -1.77, 2.12, -1.78, -1.82, 0.43, -0.72, -1.11, 1.42, -0.57, -0.37, 1.41, -2.10, 0.43, 1.99, 0.10, -1.64, -1.10, -0.42, 1.12, 0.43, 0.36, 0.33, 0.46, 0.22, 0.34, 0.47, 0.36, 0.34, 0.36, 0.39, -0.49, 0.52, 0.23, 0.26, 0.74, -1.82, 0.62, -0.61, 1.11, -1.78, 1.37, 1.19, -2.10, -0.45, -0.76, -0.70, -0.14, 0.34, 0.34, 0.40, 0.28, 0.56, 0.40, 0.04, 0.30, 0.56, 0.17, 0.34, -0.30, 0.75, -0.23, -0.23]
}

=====

Record 4
{
  "formula": "C29H28N2O3S",
  "method": "wB97M-V/def2-TZVPD",
  "smiles": "CC(C)c1ccccc1NC(=O)c1ccc(CN(c2ccccc2)S(=O)(=O)c2ccccc2)cc1",
  "e_tot_ev": -50486.0947,
  "relative_energy_ev": 0.000,
  "homo_lumo_gap_ev": 9.338,
  "e_lumo_ev": 0.5,
  "homo_energy_ev": -8.8,
  "symbols": ["C", "H", "H", "H", "C", "C", "C", "C", "C", "C", "C", "N", "C", "O", "C", "C", "C", "C", "C", "C", "H", "H", "C", "N", "C", "C", "C", "C", "C", "C", "H", "H", "H", "H", "H", "S", "O", "O", "C", "C", "C", "C", "C", "C", "H", "H", "H", "H", "H", "H", "H", "H", "H", "H", "H", "H", "H", "H", "C", "H", "H", "H", "H"],
  "xyz": [[-0.4674, -0.3789, -1.8519], [-0.2183, -0.3417, -0.7946], [0.2629, -1.0069, -2.3568], [-0.3862, 0.6244, -2.2620], [-1.8745, -0.9416, -2.0573], [-2.8917, -0.2738, -1.1631], [-2.9830, 1.1128, -1.1290], [-3.9650, 1.7607, -0.4046], [-4.9097, 1.0230, 0.2878], [-4.8320, -0.3554, 0.2807], [-3.8161, -1.0077, -0.4135], [-3.7752, -2.4198, -0.3478], [-2.7776, -3.2179, 0.1235], [-2.8587, -4.4275, 0.0470], [-1.6064, -2.5231, 0.7337], [-1.7613, -1.4609, 1.6168], [-0.6511, -0.8340, 2.1483], [0.6329, -1.2480, 1.8101], [0.7804, -2.3509, 0.9779], [-0.3269, -2.9894, 0.4521], [-0.2139, -3.8478, -0.1930], [1.7689, -2.7164, 0.7448], [1.8252, -0.4629, 2.2924], [1.9969, 0.7212, 1.4690], [1.0612, 1.7662, 1.5098], [0.5554, 2.2536, 2.7123], [-0.3705, 3.2799, 2.7135], [-0.7951, 3.8438, 1.5226], [-0.2789, 3.3769, 0.3267], [0.6381, 2.3422, 0.3173], [1.0342, 1.9701, -0.6131], [-0.5955, 3.8183, -0.6069], [-1.5166, 4.6467, 1.5291], [-0.7545, 3.6485, 3.6535], [0.8958, 1.8395, 3.6493], [3.4443, 0.9833, 0.6760], [4.4176, 0.1243, 1.2870], [3.6802, 2.3945, 0.6364], [3.2017, 0.4014, -1.0054], [3.2371, -0.9556, -1.2547], [3.0670, -1.4131, -2.5511], [2.8739, -0.5069, -3.5823], [2.8661, 0.8552, -3.3250], [3.0348, 1.3143, -2.0288], [3.0609, 2.3675, -1.7956], [2.7368, 1.5584, -4.1339], [2.7424, -0.8632, -4.5932], [3.0922, -2.4724, -2.7578], [3.4253, -1.6321, -0.4378], [2.7509, -1.0304, 2.1941], [1.7015, -0.1879, 3.3457], [-0.7864, -0.0051, 2.8258], [-2.7461, -1.1265, 1.9033], [-4.6146, -2.9145, -0.6227], [-5.5532, -0.9464, 0.8274], [-5.6975, 1.5169, 0.8361], [-4.0028, 2.8393, -0.3927], [-2.2729, 1.6994, -1.6902], [-2.3084, -0.7800, -3.5185], [-1.5938, -1.2697, -4.1759], [-2.3642, 0.2718, -3.7886], [-3.2874, -1.2267, -3.6771], [-1.8495, -2.0107, -1.8339]],
  "mulliken_charge": [-1.21, -0.60, 0.59, 0.66, 0.74, 0.24, -0.31, -0.88, -0.65, -0.15, -0.10, 0.04, -0.08, -0.67, 0.41, -0.48, -0.02, 0.86, -0.14, -1.30, 0.44, 0.42, -1.62, 0.17, -0.45, -0.29, -0.71, -0.61, -1.00, 1.17, -0.15, 0.42, 0.43, 0.42, 0.43, 1.43, -0.75, -0.68, -0.06, -0.30, -0.79, -0.45, -0.69, -0.16, 0.56, 0.44, 0.41, 0.42, 0.60, 0.67, 0.34, 0.47, 0.62, 0.23, 0.48, 0.40, 0.43, 0.41, -1.79, 0.42, 0.34, 0.46, 0.52]
}

=====

Record 5
{
  "formula": "C5H6N2S",
  "method": "wB97M-V/def2-TZVPD",
  "e_tot_ev": -19091.5667,
  "relative_energy_ev": 1.789,
  "homo_lumo_gap_ev": [9.471, 6.846],
  "e_lumo_ev": [0.7, -2.0],
  "multiplicity": 3,
  "homo_energy_ev": [-8.7, -8.8],
  "symbols": ["C", "C", "C", "C", "C", "N", "N", "S", "H", "H", "H", "H", "H", "H"],
  "xyz": [[-2.5977, -0.2938, 1.4669], [-0.8580, 0.7119, 0.4731], [-0.2824, -0.4709, 0.8655], [2.0879, -2.1159, 0.3378], [-0.2558, 1.6494, -0.4950], [-2.1393, 0.7854, 0.8920], [2.0401, -0.8694, 0.2741], [-1.3680, -1.4808, 1.7056], [-3.4383, -0.3367, 2.0351], [3.0553, -2.5430, 0.0862], [1.2363, -2.8593, 0.4630], [0.5333, 0.9479, -0.8834], [-0.9698, 1.7992, -1.2465], [-0.0087, 2.4894, 0.0967]],
  "mulliken_charge": [-0.24, -0.07, 0.57, -0.12, -0.97, -0.53, -0.35, -0.10, 0.46, 0.31, 0.18, 0.25, 0.32, 0.27]
}